65
Properties=species:S:1:pos:R:3:nbo_charge:R:1 method="wB97M-V/def2-TZVPD" multiplicity=2 charge=-2 fmax_ev_per_a=3.44 orbital_gap_ev="3.0 / 5.5"
Yb 0.071 -0.366 0.343 1.131
S 0.253 -3.211 0.321 -0.297
S -1.084 -1.604 2.554 -0.202
S 3.525 -0.108 0.674 1.552
O 2.129 0.261 0.149 -1.061
N -0.055 -0.565 -2.135 -0.487
N -1.984 0.753 -0.712 -0.754
N -0.759 2.287 1.194 -0.480
N -4.498 -2.583 2.065 -0.466
N -2.661 -5.657 -0.256 -0.467
C -4.591 0.774 1.955 -0.181
C -3.155 -2.128 -3.466 -0.287
C -1.004 -2.787 1.393 -0.265
C -1.826 -1.952 -3.151 -0.191
C 5.923 1.243 1.359 -0.510
C -3.457 -2.983 1.656 0.344
C -2.695 1.007 0.418 0.150
C 4.465 1.246 1.829 -0.609
C -4.100 1.772 2.769 -0.295
C -1.404 -0.832 -2.404 0.101
C -2.419 -0.040 -1.754 0.172
C -2.845 2.311 2.509 -0.274
C 6.066 0.319 0.135 -0.449
C 0.005 2.732 2.404 -0.412
C -2.232 -3.525 1.189 -0.527
C 3.730 -1.722 1.109 -1.173
C -2.091 1.919 1.393 0.164
C -2.413 -4.680 0.361 0.349
C -3.752 -0.206 -2.159 -0.279
C -0.348 3.030 0.018 -0.413
C 0.951 -1.557 -2.564 -0.419
C 0.408 0.792 -2.433 -0.405
C 4.745 0.140 -0.586 -0.662
C -4.122 -1.215 -3.055 -0.221
C -3.917 0.406 0.799 -0.284
H -5.549 0.314 2.262 0.207
H 6.343 -0.700 0.492 0.202
H -3.468 -3.020 -4.005 0.197
H 1.038 1.122 -1.596 0.214
H 1.880 -1.237 -2.143 0.211
H -0.427 4.123 0.187 0.151
H 6.560 0.826 2.160 0.199
H 4.394 1.032 -1.080 0.206
H -2.414 3.001 3.225 0.188
H -4.678 2.105 3.627 0.186
H -0.408 1.488 -2.609 0.227
H -4.334 -0.396 0.186 0.232
H -1.009 2.809 -0.811 0.244
H 1.096 0.792 -3.287 0.176
H -0.232 3.783 2.554 0.166
H 0.681 2.747 -0.222 0.194
H -1.079 -2.683 -3.456 0.204
H 3.029 -2.539 1.026 0.277
H 4.809 -1.951 1.316 0.203
H 0.679 -2.510 -2.139 0.247
H 6.896 0.670 -0.484 0.190
H 4.273 1.107 2.912 0.224
H -4.506 0.479 -1.788 0.212
H 1.044 -1.549 -3.669 0.165
H -0.281 2.102 3.227 0.220
H 3.883 2.101 1.422 0.177
H -5.185 -1.327 -3.308 0.195
H 6.335 2.230 1.150 0.148
H 1.054 2.566 2.195 0.201
H 4.720 -0.758 -1.266 0.247



66
Properties=species:S:1:pos:R:3:nbo_charge:R:1 method="wB97M-V/def2-TZVPD" e_above_lowest_ev=0.0000 charge=+3 fmax_ev_per_a=1.60 orbital_gap_ev=5.6
Pt -0.418 -0.300 0.498 0.953
Se -1.378 -2.162 2.485 0.571
Se -0.036 -2.430 -0.875 0.704
S -2.559 0.119 -0.356 0.023
N 1.611 3.025 -0.955 -0.485
N 0.729 1.053 -0.624 -0.495
N 1.069 -0.498 2.161 -0.612
N 1.722 0.125 4.168 -0.481
N -1.702 2.578 -1.065 -0.553
N -3.333 1.527 -2.387 -0.458
N -0.498 1.703 1.745 -0.564
C 2.155 0.315 -3.988 -0.159
C -0.771 -3.859 0.233 -0.582
C 0.913 2.254 -0.122 0.471
C -2.500 1.560 -1.370 0.233
C 2.533 -0.954 3.823 0.095
C -2.604 3.686 -2.982 -0.261
C 3.759 -3.045 2.554 -0.173
C 0.456 2.677 1.210 -0.292
C 1.909 2.279 -2.098 0.102
C 0.870 0.338 3.157 0.393
C -1.441 -2.475 -2.206 -0.784
C 2.752 -2.386 1.882 -0.258
C -0.495 -3.712 1.701 -0.593
C 3.562 -1.602 4.497 -0.191
C 2.114 -1.339 2.547 0.135
C 2.642 2.572 -3.240 -0.201
C -1.767 3.631 -1.886 0.083
C -0.232 1.337 3.139 -0.273
C -3.415 2.571 -3.215 0.311
C 4.151 -2.666 3.848 -0.165
C 2.755 1.568 -4.178 -0.166
C -4.348 2.483 -4.373 -0.663
C 1.331 1.027 -1.885 0.141
C 1.439 0.027 -2.845 -0.237
C -3.161 -2.912 2.599 -0.786
H 3.901 -1.277 5.471 0.254
H -4.484 3.449 -4.851 0.244
H 0.021 3.676 1.158 0.270
H -0.893 -4.580 2.230 0.282
H -2.632 4.548 -3.633 0.256
H 0.973 -0.936 -2.694 0.193
H 1.906 3.975 -0.784 0.454
H 1.750 0.629 5.043 0.455
H 0.564 -3.625 1.938 0.269
H -1.840 -3.883 0.023 0.249
H -2.400 -2.236 -1.758 0.267
H -1.447 -3.483 -2.622 0.271
H -5.312 2.087 -4.056 0.261
H -0.328 -4.784 -0.144 0.284
H -1.205 -1.763 -2.994 0.269
H 1.329 2.741 1.866 0.250
H 2.471 -2.653 0.870 0.214
H -3.944 1.778 -5.103 0.255
H -3.543 -3.189 1.620 0.247
H 3.109 3.537 -3.385 0.255
H 2.262 -0.441 -4.753 0.247
H -1.136 0.882 3.551 0.255
H -1.129 4.470 -1.631 0.205
H 3.311 1.752 -5.087 0.257
H -3.813 -2.174 3.057 0.274
H 0.020 2.198 3.762 0.250
H 4.932 -3.220 4.351 0.257
H -1.447 2.058 1.646 0.449
H -3.088 -3.787 3.244 0.272
H 4.278 -3.861 2.068 0.250